i.
Molecular formula: C36H101N7O15
Method: DFT, ωB97M-V with the def2-TZVPD basis set

Properties
- Kohn-Sham gap: 7.9 eV
- Multiplicity: 1

```
159
Properties=species:S:1:pos:R:3:mulliken_charge:R:1
C 0.27380 -1.57444 -3.15061 -1.634
C 1.64545 -2.29913 -2.91479 -0.429
C 2.41883 -2.03122 -1.67355 -0.926
O 2.91121 -0.72165 -1.34089 -0.091
C 3.53804 -0.09408 -2.39833 -1.303
N 1.28649 -3.66807 -2.83533 -0.669
H -0.49877 -2.34112 -3.20925 0.868
H 0.27994 -0.97231 -4.05918 1.381
H 0.10996 -0.95295 -2.27027 0.247
H 2.31952 -2.08626 -3.74450 0.860
H 3.28113 -2.69759 -1.65164 0.629
H 1.83381 -2.14761 -0.76124 0.016
H 3.68982 0.94159 -2.09425 0.392
H 2.94790 -0.12948 -3.31407 0.186
H 4.54917 -0.45476 -2.58702 0.438
H 2.05511 -4.25462 -2.54328 0.516
H 0.64804 -3.80908 -2.06553 0.064
C -5.71983 0.29293 -2.03527 -1.545
C -5.02390 -1.03207 -2.43816 0.555
C -3.60720 -1.43625 -1.81095 -0.591
O -2.76041 -0.39489 -2.35484 -0.602
C -1.41346 -0.70694 -2.13702 0.245
N -5.87510 -2.15884 -1.93099 -0.752
H -5.96928 0.21321 -0.97719 0.209
H -6.73034 0.36534 -2.43740 0.440
H -5.19507 1.23421 -2.19874 0.454
H -4.83523 -0.90865 -3.50459 0.353
H -3.16934 -2.36560 -2.17522 0.329
H -3.74134 -1.42268 -0.72932 0.354
H -0.90924 -1.54136 -2.62445 0.112
H -1.14196 -0.66803 -1.08209 -1.020
H -0.84977 0.14795 -2.51055 -0.869
H -5.87447 -2.92208 -2.59248 0.300
H -5.36581 -2.48545 -1.12226 0.378
C -5.49833 2.76066 0.73826 -1.792
C -4.66338 1.67976 1.42887 0.001
C -3.20738 1.84895 1.51000 -1.580
O -2.49055 1.95169 0.23190 1.130
C -2.73983 0.91273 -0.76492 -0.407
N -5.04439 1.58328 2.81711 -0.669
H -5.07245 3.20075 -0.16343 0.191
H -5.72478 3.55853 1.44552 0.576
H -6.44106 2.28227 0.47271 0.427
H -4.85030 0.73101 0.92584 0.193
H -2.69699 0.97291 1.91020 0.027
H -3.02127 2.84015 1.92350 1.155
H -3.72704 0.95760 -1.22481 -0.445
H -2.63116 0.00825 -0.16641 0.310
H -2.04779 1.01904 -1.60032 0.130
H -6.02120 1.79951 2.95563 0.351
H -4.48805 2.15006 3.44109 0.582
C -1.20098 -5.44880 -1.69446 -1.162
C 0.38843 -5.48009 -1.73269 1.006
C 0.82116 -4.53214 -0.61114 -2.671
O 0.18164 -3.27826 -0.85727 0.481
C -0.39558 -2.52682 0.29035 -0.064
N 0.90432 -6.84156 -1.44982 -0.794
H -1.42966 -5.82563 -0.69756 0.343
H -1.66169 -6.21687 -2.31568 0.498
H -1.65143 -4.49634 -1.97377 -0.186
H 0.75077 -5.21456 -2.72582 0.515
H 1.83381 -4.13348 -0.67187 0.493
H 0.50575 -4.77958 0.40246 0.868
H -1.39283 -2.82874 0.61038 -0.026
H -0.51864 -1.44378 0.28999 0.328
H 0.33505 -2.57825 1.09758 -0.811
H 0.30895 -7.63135 -1.65444 0.297
H 0.91633 -7.08458 -0.46957 0.249
C -0.00095 1.08554 3.36370 -0.457
C -1.42035 1.75170 3.22965 -0.026
C -2.33272 1.58136 4.45036 -0.777
O -3.52331 2.31114 4.30660 -0.285
C -4.43436 2.18370 5.42253 -0.970
N -1.34165 3.12746 2.76338 -0.776
H 0.74187 1.61103 2.76354 -0.348
H 0.00411 0.11762 2.86251 -0.225
H 0.32802 0.96765 4.39616 0.919
H -1.81078 1.18509 2.38430 0.377
H -1.82697 1.95235 5.34182 0.471
H -2.50953 0.51911 4.61907 0.465
H -4.08070 2.66004 6.33692 0.263
H -4.77902 1.15300 5.50603 0.379
H -5.28387 2.69155 4.96588 0.352
H -0.76422 3.55363 3.47406 0.521
H -2.27029 3.46123 2.97861 0.249
C 2.88105 -3.72716 1.95196 -1.632
C 1.87111 -2.58473 2.36957 2.100
C 1.57017 -2.48560 3.89396 -1.498
O 0.84878 -3.60577 4.33554 -0.371
C 0.70065 -3.65849 5.72331 -0.898
N 2.66516 -1.37245 2.10366 -0.563
H 3.86539 -3.54577 2.38356 0.312
H 2.81837 -3.84793 0.87049 0.370
H 2.43746 -4.69133 2.20036 0.470
H 0.86262 -2.50319 1.96411 -0.102
H 1.27983 -1.50783 4.27837 0.482
H 2.50876 -2.54614 4.44486 0.561
H 0.28172 -4.65269 5.87880 0.265
H -0.06012 -2.92522 5.99098 0.311
H 1.57724 -3.51598 6.35527 0.320
H 2.06103 -0.63932 1.76068 0.575
H 3.33001 -1.49891 1.35394 -0.494
C 0.19857 0.86886 -3.49207 -0.250
C 0.79507 2.23145 -4.14930 -0.348
C 1.87532 2.88100 -3.27791 -0.447
O 3.07305 2.08372 -3.09505 -0.038
C 4.32791 2.70847 -3.26397 -0.957
N 1.44724 1.81734 -5.35522 -0.794
H -0.59194 0.45722 -4.11957 1.377
H -0.11668 1.02056 -2.45974 -0.140
H 0.93236 0.06380 -3.45307 -1.165
H -0.02838 2.86315 -4.48246 0.745
H 1.37884 3.04444 -2.32141 -0.365
H 2.14861 3.84618 -3.70435 0.814
H 4.28701 3.67776 -3.76088 0.361
H 4.93830 2.21402 -4.01965 0.278
H 4.89566 2.94467 -2.36398 0.145
H 1.44228 2.48958 -6.10900 0.354
H 2.40604 1.85564 -5.04005 0.265
C 4.53047 3.64521 1.39907 -0.520
C 3.15380 3.75488 0.67780 0.221
O 3.15111 3.24782 -0.63913 -0.498
O 5.38791 4.52748 0.73074 -0.637
H 4.89596 2.63551 1.58619 0.197
H 4.39329 4.04852 2.40237 0.470
H 2.93060 4.80524 0.49064 0.547
H 2.39229 3.16577 1.18885 -0.368
H 2.74568 2.38004 -0.57450 0.093
H 5.19688 4.30363 -0.18304 0.373
C 0.28988 0.88488 -0.46182 1.182
C -0.45761 0.06001 0.67170 -1.157
O 0.50983 -0.76496 1.34707 -0.184
O 1.38741 1.63164 0.10356 0.076
H -0.31109 1.55695 -1.07440 0.306
H 0.80285 0.19820 -1.13520 0.456
H -1.27945 -0.50170 0.22766 0.271
H -0.83539 0.80618 1.37071 -1.344
H 1.33602 -0.29866 1.20015 0.453
H 1.12779 2.46233 0.50873 0.357
C 4.01396 0.08502 0.54071 -1.023
C 4.85963 -1.00784 0.00193 0.773
O 6.13552 -0.89418 0.59898 -0.635
O 2.61037 -0.02926 0.23128 -0.116
H 4.48964 0.95293 0.08403 0.392
H 4.04145 0.20688 1.62353 0.924
H 4.84746 -0.97799 -1.08760 -0.043
H 4.32193 -1.90855 0.29808 -0.539
H 6.81616 -1.45055 0.21324 0.423
H 2.47773 0.08148 -0.71304 0.198
C -0.52199 4.04165 0.88521 -0.778
C -1.40017 3.91120 -0.37163 -1.153
O -0.74637 3.37782 -1.52905 -0.386
O 0.01424 2.77853 1.35462 0.185
H -1.03698 4.59226 1.67243 0.784
H 0.34377 4.64295 0.60773 0.482
H -1.59376 4.94881 -0.64365 0.734
H -2.33034 3.39868 -0.12627 0.226
H -1.03563 3.83343 -2.32300 0.428
H -0.69648 2.36078 1.84652 0.210
```

***

ii.
Molecular formula: C36H101N7O15
Method: DFT, ωB97M-V with the def2-TZVPD basis set

Properties
- Kohn-Sham gap: 9.0 eV
- Structure (SMILES): COC[C@H](C)N.COC[C@H](C)N.COC[C@H](C)N.COC[C@H](C)N.COC[C@H](C)N.COC[C@H](C)N.COC[C@H](C)N.OCCO.OCCO.OCCO.OCCO
- Multiplicity: 1

```
159
Properties=species:S:1:pos:R:3:mulliken_charge:R:1
C -1.30946 -2.37824 -2.21428 0.081
O -1.35502 -3.58319 -2.95079 -0.459
C -0.67615 -3.45458 -4.19096 -0.272
C -0.70044 -4.75073 -5.01808 0.451
C -0.52653 -5.97175 -4.13304 -1.377
N 0.31081 -4.70095 -6.06116 -0.764
H -0.40527 -2.24977 -1.61695 -0.089
H -2.09717 -2.47095 -1.46487 0.110
H -1.46839 -1.48637 -2.82660 0.118
H -1.12052 -2.61023 -4.73539 0.209
H 0.37548 -3.17291 -4.02902 0.106
H -1.67310 -4.75790 -5.52053 0.310
H -1.24920 -5.93978 -3.31698 0.337
H 0.48964 -6.14278 -3.77715 0.232
H -0.80269 -6.89773 -4.64652 0.381
H 1.19111 -4.40708 -5.63423 0.294
H 0.08763 -3.88434 -6.63428 0.319
C 2.62293 -4.99434 -0.70599 -0.417
O 1.95465 -5.73767 0.27673 -0.421
C 1.37437 -4.98187 1.32400 0.042
C 0.43883 -5.81001 2.17074 0.542
C -0.42121 -4.92735 3.08186 -1.121
N 1.12293 -6.86801 2.96181 -0.864
H 1.94777 -4.32153 -1.24929 -0.030
H 3.11777 -5.68402 -1.38779 0.411
H 3.44761 -4.36303 -0.34767 0.262
H 2.08747 -4.40053 1.92061 0.292
H 0.76928 -4.19924 0.84078 -0.369
H -0.19563 -6.39456 1.49576 0.326
H 0.13628 -4.19590 3.66963 0.182
H -1.07705 -5.45705 3.76895 0.457
H -1.02352 -4.35989 2.36481 0.159
H 1.67315 -7.39953 2.29129 0.285
H 0.43835 -7.51812 3.32829 0.255
C -0.88904 -0.99962 3.71314 0.254
O -0.17997 -1.02704 4.93123 -0.507
C 1.19951 -0.78611 4.82180 -0.858
C 1.54944 0.63283 4.31621 1.752
C 3.06034 0.83799 4.16008 -1.504
N 0.99283 1.58339 5.29162 -0.771
H -0.94877 -0.03507 3.20063 -0.182
H -1.93678 -1.28148 3.83377 0.321
H -0.55963 -1.76474 3.00213 -0.079
H 1.64098 -0.92764 5.81035 0.498
H 1.76718 -1.52900 4.24450 0.165
H 1.06369 0.79378 3.34545 -0.354
H 3.53398 0.08049 3.53437 0.239
H 3.61499 0.86648 5.09532 0.443
H 3.09959 1.78681 3.61801 0.186
H 1.01057 2.48214 4.81171 0.067
H 0.00223 1.34428 5.32818 0.403
C -5.39048 5.04196 2.60720 -0.755
O -5.20327 3.92201 3.43899 -0.332
C -4.73132 2.78177 2.73511 -0.376
C -4.90878 1.60054 3.67455 0.435
C -4.29958 0.33520 3.05991 -0.670
N -6.31958 1.30565 3.88270 -0.717
H -4.55126 5.18999 1.91243 0.241
H -5.45293 5.92940 3.23032 0.278
H -6.24604 4.93315 1.93260 0.329
H -5.25394 2.64970 1.78534 0.459
H -3.64207 2.85420 2.62066 -0.039
H -4.33404 1.85477 4.57507 0.262
H -4.79756 0.15339 2.10451 0.192
H -4.38738 -0.55946 3.67304 0.559
H -3.24257 0.51093 2.84042 -0.346
H -6.41699 0.62547 4.63021 0.241
H -6.80565 2.13028 4.22767 0.259
C 3.15210 2.68785 0.30097 -0.750
O 3.95944 1.90085 -0.54932 -0.009
C 4.59909 2.66797 -1.54024 -0.695
C 5.62787 1.81230 -2.27218 0.762
C 6.47885 2.65211 -3.24658 -1.654
N 5.09013 0.67633 -3.03133 -0.514
H 3.75655 3.45113 0.81327 0.487
H 2.83864 2.07479 1.14660 -0.351
H 2.35844 3.20470 -0.24600 0.433
H 3.88122 3.02754 -2.28918 0.050
H 5.10771 3.53646 -1.10590 0.446
H 6.29409 1.37452 -1.51955 0.098
H 6.94148 3.48378 -2.70573 0.411
H 5.88218 3.05527 -4.06412 0.305
H 7.32143 2.05429 -3.58488 0.416
H 4.46315 1.08171 -3.72518 0.379
H 4.51251 0.13998 -2.38632 0.001
C -1.30142 7.02984 5.30860 -0.750
O -1.00929 5.80576 4.68142 -0.296
C -1.15464 5.82518 3.27693 -0.687
C -0.63491 4.50633 2.73833 1.296
C 0.91384 4.48596 2.90990 -1.464
N -0.85247 4.42008 1.28504 -0.852
H -0.75723 7.87925 4.87986 0.316
H -1.05203 6.89932 6.35697 0.237
H -2.35893 7.29631 5.19295 0.276
H -2.22354 5.91554 3.03693 0.245
H -0.59084 6.68261 2.89659 0.420
H -0.98206 3.63102 3.29669 0.049
H 1.01030 4.64015 3.99328 0.476
H 1.40205 5.28024 2.35089 0.422
H 1.44869 3.54376 2.76952 -0.132
H -0.77089 3.47051 0.92843 0.080
H -1.86590 4.54609 1.16428 0.366
C -1.74741 0.18380 -0.05446 0.124
O -0.61738 -0.60530 0.23172 0.408
C 0.54936 0.00020 -0.30713 0.205
C 1.71324 -1.02476 -0.19906 1.106
C 2.31716 -1.02626 1.18486 -0.214
N 2.72711 -0.76436 -1.20907 0.602
H -1.72550 1.21036 0.32332 -0.111
H -2.59629 -0.37107 0.35596 -0.138
H -1.98854 0.15290 -1.12481 -0.107
H 0.42924 0.28506 -1.35799 -0.139
H 0.73293 0.90112 0.29662 0.005
H 1.29484 -2.02308 -0.35773 -1.301
H 2.76833 -2.00577 1.36538 0.277
H 1.56636 -0.90135 1.96776 -0.535
H 3.08146 -0.26615 1.35720 0.021
H 3.04674 0.17338 -0.94705 0.008
H 2.20486 -0.67375 -2.08974 0.057
O -2.96499 2.06250 -6.44786 -0.566
C -3.26850 0.87097 -5.70799 -0.309
C -3.98453 1.14742 -4.43352 -0.065
O -3.11166 1.62271 -3.38234 -0.414
H -2.54785 2.66847 -5.82485 0.315
H -3.92943 0.26689 -6.32963 0.386
H -2.32975 0.31765 -5.61872 0.060
H -4.54131 0.27462 -4.07606 -0.077
H -4.72647 1.95029 -4.47113 0.460
H -3.60753 1.95547 -2.63283 0.208
O 2.53598 2.47112 -4.89838 -0.565
C 1.35060 2.36242 -4.11086 -0.105
C 0.55811 1.07155 -4.28926 -0.498
O 1.34105 0.02063 -3.71978 -0.447
H 2.87653 3.33046 -4.62327 0.351
H 1.60692 2.33518 -3.04146 -0.086
H 0.70805 3.24712 -4.19601 0.443
H 0.36146 0.93106 -5.35614 0.550
H -0.37285 1.26886 -3.75827 -0.021
H 2.04880 -0.21060 -4.33303 0.202
O 7.35038 -0.93845 0.28848 -0.624
C 6.10337 -1.65633 0.26085 0.202
C 5.84778 -2.20690 -1.14271 -0.153
O 6.60511 -3.41050 -1.33970 -0.608
H 7.12821 -0.08798 0.68179 0.359
H 6.22499 -2.42858 1.02420 0.388
H 5.19476 -1.09084 0.49369 -0.224
H 6.17946 -1.39680 -1.79372 0.531
H 4.81053 -2.50218 -1.27192 -0.219
H 7.29834 -3.28479 -1.99023 0.350
O -8.21381 -1.22883 -1.07013 -0.534
C -7.17662 -2.20197 -1.18001 -0.559
C -6.01443 -1.76948 -2.07014 -0.305
O -5.08240 -0.97621 -1.32579 -0.311
H -7.97949 -0.63649 -0.35347 0.299
H -6.90735 -2.37049 -0.12804 0.308
H -7.49785 -3.21041 -1.45620 0.343
H -6.32393 -1.22825 -2.95852 0.325
H -5.51102 -2.69097 -2.38174 0.287
H -4.80316 -1.47738 -0.55494 0.166
```

***

Which of them is least stable? Easy: i.

***

i.
Molecular formula: C5H12NO
Method: DFT, ωB97M-V with the def2-TZVPD basis set

Properties
- Kohn-Sham gap (alpha / beta): 10.3 / 6.4 eV
- Multiplicity: 1
- Total charge: +1

```
19
Properties=species:S:1:pos:R:3:mulliken_charge:R:1
C -0.72861 0.52745 0.27782 1.054
C -1.00345 1.95704 -0.20008 -1.705
C -0.29789 0.47340 1.73961 -1.143
C 0.50436 -0.05535 -1.84457 -0.877
C 1.09375 -2.63556 0.45772 -0.711
N -0.05622 -0.31176 -0.61614 0.318
O -1.36382 -0.52328 -0.36846 -0.363
H -1.38587 1.91211 -1.28151 0.537
H -0.10942 2.53474 -0.07675 0.435
H -1.81972 2.29112 0.39130 0.427
H 0.65796 -0.02978 1.87212 0.342
H -1.00214 0.05287 2.42469 0.342
H -0.19327 1.54615 2.11074 0.339
H 0.17580 -0.54843 -2.73905 0.326
H 0.29781 1.12565 -1.93915 0.318
H 1.52730 -0.09763 -1.76970 0.358
H 1.29324 -2.51127 -0.53544 0.336
H 1.95943 -2.39401 1.14005 0.323
H 0.45077 -3.31348 0.95680 0.343
```

***

ii.
Molecular formula: C5H12NO
Method: DFT, ωB97M-V with the def2-TZVPD basis set

Properties
- Kohn-Sham gap (alpha / beta): 9.0 / 9.0 eV
- Multiplicity: 1
- Total charge: +1

```
19
Properties=species:S:1:pos:R:3:mulliken_charge:R:1
C 3.17047 -0.00493 0.51113 0.012
C -1.62449 -1.64087 -0.61717 -1.066
C -0.26328 1.83074 0.14038 -1.179
C -1.66995 -0.23104 -0.13913 -0.376
C -0.45479 0.46203 -0.49535 0.096
N 0.88486 -0.42633 0.41280 -0.335
O 2.03730 -0.07582 -0.05864 -0.018
H 4.11828 0.06619 -0.09998 0.272
H 3.28028 -0.24707 1.57526 0.259
H -1.52153 -2.36374 0.24146 0.272
H -2.59832 -1.97228 -1.09449 0.325
H -0.79437 -1.78033 -1.26051 0.333
H 0.39424 2.49697 -0.36833 0.341
H -1.24037 2.34177 0.01643 0.361
H 0.09537 1.59297 1.10196 0.353
H -2.49710 0.25527 -0.70531 0.357
H -1.97735 -0.10167 0.94447 0.337
H -0.14406 0.39502 -1.55507 0.380
H 0.80481 -0.59687 1.45009 0.276
```

***

Which of them is least stable? Easy: i.

***

i.
Molecular formula: C3H7N5
Method: DFT, ωB97M-V with the def2-TZVPD basis set

Properties
- Kohn-Sham gap: 9.4 eV
- Structure (SMILES): [H]/N=C\N/N=C\C=N\N
- Multiplicity: 1

```
15
Properties=species:S:1:pos:R:3:mulliken_charge:R:1
H 0.66459 2.79911 -2.05366 0.217
N 0.97156 2.07551 -2.80538 -0.569
C 0.95668 0.90920 -2.27411 0.094
N 0.54169 0.45518 -1.05144 -0.047
N 0.74749 -0.79870 -1.02037 -0.416
C 0.33197 -1.66750 -0.23225 -0.411
C -0.27180 -1.32282 1.19427 0.180
N -0.85371 -0.20307 1.24800 -0.242
N -1.18909 0.48609 2.60597 -0.577
H 0.82345 -0.19875 -2.89535 0.262
H -0.19864 1.07653 -0.42419 0.317
H 0.48589 -2.65018 -0.32743 0.472
H 0.26885 -2.02730 2.08761 0.254
H -1.49371 -0.11038 3.51821 0.257
H -1.78523 1.17707 2.43011 0.208
```

***

ii.
Molecular formula: C3H7N5
Method: DFT, ωB97M-V with the def2-TZVPD basis set

Properties
- Kohn-Sham gap: 9.4 eV
- Structure (SMILES): [H]/N=C1\NC/C(=N\N)N1
- Multiplicity: 1

```
15
Properties=species:S:1:pos:R:3:mulliken_charge:R:1
H 0.46287 -0.28160 -3.39953 0.270
N 0.56400 0.70550 -3.00200 -0.737
C 0.36629 0.49798 -1.72364 0.348
N -0.10322 -0.80276 -1.37695 -0.422
C -0.44109 -0.73558 0.00976 -0.410
C 0.26202 0.57122 0.58782 0.409
N 0.36951 0.79362 1.90120 -0.626
N -0.55516 -0.02747 2.67323 -0.518
N 0.66273 1.12923 -0.56037 -0.062
H -1.05102 -1.04545 -1.94377 0.341
H -1.44853 -0.86829 0.32007 0.304
H 0.08839 -1.66024 0.50205 0.179
H 0.00387 -0.99386 2.93078 0.245
H -0.65264 0.80961 3.51076 0.315
H 1.47196 1.90809 -0.42942 0.365
```

***

Which of them is least stable? Easy: i.